206
Properties=species:S:1:pos:R:3:forces:R:3 method="wB97M-V/def2-TZVPD" charge=0 energy_ev=-177300.0498 lumo_ev=-0.22 homo_ev=-10.17
C 2.848767 -2.349087 2.275866 -1.05 0.73 0.06
C 4.262935 -2.717640 2.035077 0.69 4.09 1.86
O 4.212393 -3.715290 1.147164 1.42 -2.52 -2.34
C 3.061837 -4.327279 1.299372 -1.11 -4.90 -2.26
O 2.744177 -5.445163 0.868040 1.12 2.50 0.69
O 2.246123 -3.585533 1.941375 -3.33 1.16 1.93
H 2.524428 -1.563214 1.593733 -0.23 -0.20 -0.44
H 2.582871 -1.934473 3.248227 0.04 -0.80 0.26
H 4.732686 -3.023067 2.970044 0.55 0.22 -0.19
H 4.555655 -1.791899 1.539683 1.71 -0.25 0.38
C -0.986658 -8.830925 0.580374 0.17 1.60 0.87
C -0.106884 -8.087633 1.591182 -1.11 1.76 -0.49
O 0.400064 -9.085099 2.443768 0.00 -0.25 0.03
C 0.327841 -10.239890 1.766514 1.73 -3.42 1.73
O 0.821702 -11.305420 2.199581 -1.98 3.66 -2.06
O -0.336134 -10.037399 0.610331 1.12 -3.46 -0.35
H -0.909764 -8.385721 -0.411590 -0.34 -0.12 0.10
H -2.012127 -8.971307 0.922122 -0.13 0.25 -0.23
H -0.690233 -7.367161 2.164529 0.20 -0.02 0.05
H 0.696175 -7.577856 1.058907 0.25 0.04 0.24
C -3.336415 0.795209 3.000742 1.43 1.15 0.21
C -3.573149 2.353460 2.702175 -1.13 -1.47 -1.65
O -4.474360 2.775755 3.736852 -0.09 -0.72 0.68
C -4.837284 1.702021 4.476867 1.92 -1.20 0.02
O -5.349988 1.679124 5.545789 -0.94 0.67 -0.02
O -4.315707 0.534820 3.945010 -2.02 0.88 1.35
H -2.393230 0.614667 3.516408 0.41 0.15 -0.32
H -3.471178 0.009970 2.256879 0.20 0.81 -0.80
H -4.148263 2.372839 1.776439 -0.05 0.16 -0.17
H -2.795024 3.104618 2.566621 0.46 -0.67 0.60
C 4.666668 -1.815771 -2.527253 0.95 0.97 -0.23
C 5.764439 -1.523454 -3.616475 0.18 -1.04 0.75
O 5.535425 -0.198500 -4.057968 -1.61 -0.01 1.27
C 4.294664 0.150572 -3.553303 0.15 1.17 -1.97
O 3.737878 1.155992 -3.882642 0.15 0.13 0.42
O 3.749131 -0.780964 -2.801148 -0.88 0.15 -0.07
H 5.009039 -1.532845 -1.531845 0.37 -0.86 0.18
H 4.132143 -2.764430 -2.576378 0.40 0.01 -0.02
H 5.662138 -2.192514 -4.470869 0.23 -0.08 0.07
H 6.755631 -1.540238 -3.163334 0.01 -0.36 -0.26
C 6.433375 4.224441 -0.228589 -1.80 -2.37 -0.11
C 5.808161 3.332354 -1.356236 -1.51 -0.86 1.42
O 6.626783 3.577791 -2.463321 -0.70 -0.98 -0.85
C 7.269801 4.706586 -2.307965 1.13 0.61 -0.54
O 7.805646 5.286786 -3.228361 -0.59 -0.20 2.25
O 7.256653 4.999756 -0.950567 2.79 3.42 -2.97
H 7.044090 3.623266 0.444996 -0.36 0.07 0.44
H 5.697419 4.873207 0.246348 -0.06 -0.45 0.41
H 4.763724 3.559165 -1.570239 0.06 0.84 -0.24
H 5.697106 2.267626 -1.151019 0.92 -0.06 0.16
C 3.773915 1.784403 3.412394 0.14 1.56 1.72
C 3.713184 2.935725 2.472791 -1.55 3.39 2.41
O 4.368682 2.508495 1.343122 0.65 2.78 -1.46
C 4.351391 1.240986 1.327488 1.53 -4.22 -2.20
O 4.778613 0.551584 0.392012 -1.23 1.08 2.10
O 3.889866 0.764065 2.489632 -0.30 -2.90 -0.53
H 2.961462 1.783368 4.139044 -0.69 -0.67 -0.77
H 4.608236 1.794011 4.113769 0.71 -0.03 -0.44
H 4.075365 3.875675 2.889233 1.05 -0.22 -0.15
H 2.705354 3.312119 2.297528 -0.40 -0.88 -0.72
C -0.812215 6.900751 3.762050 -1.61 0.48 -1.16
C -1.385046 5.493040 3.622630 -0.72 1.01 2.06
O -0.249959 4.638986 3.858254 -0.51 0.10 -0.15
C 0.854194 5.411937 3.907010 0.99 0.40 -2.31
O 1.987486 5.041437 3.928677 -0.57 -0.39 0.90
O 0.536441 6.693824 3.596509 1.53 0.19 0.94
H -1.107136 7.415777 4.676301 0.47 -0.22 0.34
H -1.189363 7.522388 2.949992 0.22 0.12 -0.07
H -1.973273 5.424963 2.707509 0.65 -0.95 -0.17
H -2.022494 5.415546 4.503402 -0.46 -0.75 -0.37
C 0.567823 2.116771 6.449274 -2.01 1.33 0.55
C 0.362262 2.405774 7.945553 -1.22 0.32 0.34
O 1.647924 2.707444 8.514887 -0.37 -0.64 -0.95
C 2.534238 2.269201 7.611470 2.41 0.11 -0.19
O 3.731937 2.179085 7.776928 -2.18 0.12 -0.33
O 1.914941 1.994395 6.426883 3.32 -1.17 -0.51
H 0.282008 2.895571 5.742241 -0.08 0.44 0.26
H -0.015115 1.253825 6.127412 0.52 -0.51 0.15
H -0.003590 1.469546 8.367132 -0.15 0.31 0.55
H -0.262784 3.271417 8.164810 -0.25 -0.37 0.02
C 3.978011 8.056122 -1.458480 1.35 2.05 -0.87
C 4.190805 7.093030 -2.652510 0.13 0.67 2.12
O 3.642463 5.961624 -2.051798 -1.05 -2.06 -0.64
C 3.163778 6.127653 -0.807740 0.21 -2.01 -0.47
O 2.629447 5.193395 -0.264783 0.14 1.24 0.50
O 3.489921 7.331228 -0.339181 -0.59 -0.30 -0.35
H 3.322823 8.893410 -1.698833 -0.11 -0.12 0.22
H 4.976271 8.421024 -1.216786 -0.27 0.40 0.40
H 5.264192 6.907002 -2.688883 -0.06 0.13 -1.01
H 3.664243 7.367974 -3.566418 0.25 -0.14 0.08
C -7.798701 -0.104650 0.498931 -0.98 -1.02 0.38
C -6.860444 0.984497 0.212368 0.37 1.60 -1.11
O -5.651820 0.417094 0.635992 2.70 1.47 0.48
C -5.702780 -0.917804 0.682670 3.75 0.04 -0.21
O -4.734755 -1.667567 0.715090 -1.57 1.47 0.24
O -6.921357 -1.238106 0.656659 -4.06 -2.48 -0.17
H -8.503628 -0.352008 -0.294789 -0.04 0.11 0.25
H -8.280338 0.106218 1.453738 -0.30 -0.52 -0.06
H -7.108037 1.907442 0.736756 0.30 -0.16 0.45
H -6.750430 1.306295 -0.823213 -0.05 -0.43 -0.18
C -3.296357 -0.929286 6.826790 1.19 0.73 1.96
C -4.060929 -2.046587 6.203224 -1.28 1.27 -0.19
O -3.238763 -2.409732 5.097971 -0.06 -1.17 -0.64
C -2.053755 -1.766359 5.145253 1.41 -0.50 -2.11
O -1.108659 -1.844567 4.371505 -2.15 -0.45 1.06
O -2.056480 -0.968370 6.162724 1.31 1.89 0.92
H -2.991758 -1.025564 7.868925 -0.61 -0.30 0.22
H -3.752394 0.055418 6.724350 -0.04 -0.10 -0.33
H -4.935019 -1.491902 5.862051 -0.41 -0.88 -0.64
H -4.389901 -2.838167 6.876488 0.58 -0.36 -0.39
C 0.953582 -6.030063 4.143869 -2.59 -0.62 -0.80
O 2.225973 -5.553356 4.307468 1.94 0.06 0.40
C 3.202526 -6.261834 4.912186 -0.98 -1.73 2.23
O 3.085658 -7.255295 5.676121 0.45 3.47 -2.94
O 4.324494 -5.577985 4.605261 -0.35 -1.19 0.90
C 5.469123 -5.859136 5.403837 1.82 0.02 -0.45
H 0.179027 -5.466649 4.664169 0.45 0.03 1.14
H 0.828529 -7.099961 4.310552 0.25 0.08 0.17
H 0.595826 -5.782590 3.144438 0.74 -0.32 -0.53
H 5.764978 -6.878447 5.651986 -1.27 -0.42 -0.09
H 5.523103 -5.278915 6.324998 -0.38 0.19 -0.17
H 6.300164 -5.605441 4.745735 0.03 0.62 0.15
C 1.498004 1.480850 -8.073178 -0.35 0.05 0.05
O 1.789417 0.479275 -7.098343 -0.22 0.95 1.62
C 1.204193 0.662733 -5.865280 -2.53 1.72 0.36
O 0.486666 1.628444 -5.433995 3.10 -3.25 -2.17
O 1.378114 -0.481439 -5.223544 -0.77 -0.30 -0.93
C 0.796451 -0.568013 -3.923914 1.84 0.99 1.57
H 0.428848 1.380054 -8.259839 0.03 0.46 -0.38
H 2.083716 1.273635 -8.968771 -0.10 -0.33 0.18
H 1.753400 2.491509 -7.754695 -0.14 -0.10 0.30
H 1.120982 -1.504478 -3.470242 -0.25 -0.13 -0.47
H -0.256683 -0.365447 -3.729026 -0.07 -0.07 -0.99
H 1.404402 0.194858 -3.437564 -0.62 0.02 0.91
C 0.240509 4.850465 -4.590521 -0.30 -0.89 1.97
O 0.214205 5.934468 -5.466076 -0.71 0.91 -0.73
C 0.642225 7.164276 -5.185440 2.52 -2.27 2.46
O 1.192432 7.515135 -4.165659 -0.65 0.09 0.89
O 0.656949 7.819294 -6.263869 0.10 1.99 -4.10
C 1.078122 9.196056 -6.332553 -1.17 0.66 1.79
H 1.039382 4.151615 -4.838540 -0.46 -0.13 -0.48
H -0.767714 4.440509 -4.531248 0.17 -0.57 -0.86
H 0.373383 5.032862 -3.524139 0.54 1.11 0.02
H 0.109441 9.691413 -6.266330 0.26 0.66 -0.68
H 1.702890 9.520926 -7.164555 -0.44 -0.96 -0.37
H 1.584283 9.541225 -5.431018 0.21 -0.61 0.16
C 0.262505 -5.464445 -1.981461 0.59 0.96 -1.22
O -0.753264 -5.636757 -2.988290 -0.74 0.84 -2.25
C -0.648801 -5.047228 -4.310320 1.08 -0.49 1.37
O 0.366377 -4.596229 -4.839134 -2.84 -1.10 1.36
O -1.913184 -5.148835 -4.817502 0.94 -1.48 2.64
C -2.176252 -4.869883 -6.140416 1.70 1.93 -1.96
H 1.151085 -6.023240 -2.275192 0.09 0.15 0.17
H -0.043900 -5.752129 -0.975758 -0.67 -0.41 -0.45
H 0.464325 -4.394608 -1.928438 0.46 0.02 0.03
H -1.677758 -3.908909 -6.267421 -0.64 0.61 -0.68
H -3.229601 -4.836141 -6.418656 0.07 -0.09 0.76
H -1.631038 -5.454035 -6.881775 -0.07 -0.83 0.35
C -0.427456 -1.790050 0.669926 -1.87 0.29 -0.35
O 0.095246 -0.840182 -0.268697 2.45 2.73 0.57
C 0.727224 0.374637 0.151263 -0.37 -0.50 1.19
O 0.611091 0.877917 1.287487 0.38 -1.43 -3.53
O 1.460170 0.845441 -0.917424 -1.71 -1.58 1.45
C 1.900850 2.186301 -0.929655 0.47 1.65 0.16
H -1.493438 -1.751026 0.445744 -0.33 -0.28 0.07
H -0.418392 -1.576074 1.738677 0.97 0.25 -0.09
H -0.123300 -2.797984 0.387670 0.59 0.24 0.25
H 1.646387 2.729819 -0.019739 -0.01 -0.23 0.04
H 1.519626 2.757240 -1.776293 -0.73 -0.44 -0.09
H 2.969750 2.289122 -1.116677 0.13 -0.77 0.44
C -3.772935 -2.889801 -2.446434 -1.76 0.29 0.39
O -3.328611 -1.918568 -3.378493 0.94 1.81 -1.58
C -4.075857 -1.411740 -4.426917 1.75 -1.22 0.91
O -5.110920 -1.920812 -4.717982 -0.87 0.76 -0.67
O -3.358399 -0.417390 -5.088150 -1.06 -0.55 1.42
C -4.127118 0.393471 -6.000143 -1.07 -1.13 -1.04
H -4.818893 -2.741218 -2.178133 -0.11 0.77 0.01
H -3.204243 -2.697577 -1.536644 0.18 -0.43 -0.25
H -3.852723 -3.931066 -2.758688 1.16 0.01 -0.55
H -3.518762 0.946418 -6.715858 0.58 -0.04 0.76
H -4.896113 1.032154 -5.565609 0.51 0.13 0.70
H -4.719243 -0.270882 -6.629546 0.01 -0.26 -0.05
C -3.500858 -4.523969 2.366623 -0.85 0.63 2.97
O -3.002563 -5.281705 1.352744 1.17 -1.16 -3.54
C -3.699206 -5.599993 0.237883 -0.85 -3.83 -0.37
O -3.502534 -6.672044 -0.394669 0.15 3.77 1.79
O -4.763620 -4.816395 0.052779 1.22 0.38 1.04
C -5.701137 -5.153676 -0.942390 -0.08 0.07 -0.71
H -3.721833 -3.462609 2.253584 -0.05 -0.14 -0.87
H -2.752910 -4.585011 3.157162 0.20 0.13 -0.06
H -4.351673 -5.053668 2.795148 -0.46 0.31 -0.04
H -5.849240 -4.221671 -1.487850 -0.35 -0.34 -0.12
H -6.634381 -5.469602 -0.476173 0.11 -0.05 0.02
H -5.286107 -5.931774 -1.583020 -0.21 0.04 -0.02
C -5.078763 3.916086 -4.373833 -1.33 -1.08 2.06
O -3.923869 3.486428 -3.620588 1.26 0.11 -0.80
C -3.941498 2.661506 -2.559998 -2.25 -0.22 -0.22
O -5.011346 2.285999 -2.029019 3.29 0.46 -0.90
O -2.641463 2.396974 -2.264199 -1.29 0.58 -1.79
C -2.315888 1.249707 -1.518244 -1.06 0.06 2.52
H -5.781319 4.244886 -3.608071 -0.12 0.84 -0.26
H -5.645379 3.075700 -4.774827 0.55 -0.33 -0.38
H -4.877752 4.647282 -5.156810 0.63 -0.14 0.52
H -1.330539 1.407441 -1.079714 -0.04 -0.07 -0.47
H -2.449098 0.247063 -1.924524 0.19 0.38 -0.95
H -3.039229 1.315659 -0.705519 0.14 -0.61 0.61